No. 1
Molecular formula: C4H13N3
Method: DFT, the ωB97M-V functional and the def2-TZVPD basis

Results
Kohn-Sham gap (alpha / beta): 0.2829 / 0.2766 Eh
Energy: -324.25638 Ha
Energy above the lowest of the compared OMol25 structures with the same formula, charge and spin: 573.81 kJ/mol
E_HOMO (alpha / beta): -0.2641 / -0.2482 Ha
Lowest unoccupied orbital energy (alpha / beta): 0.509 / 0.772 eV

Cartesian coordinates (Å):
C -1.18217 -0.78946 -0.04950
C 0.47166 0.56228 2.06553
C 1.63375 1.73156 -1.10525
C -1.29771 -0.89490 -1.54564
N 0.31442 0.99356 0.69332
N 1.52063 0.79696 -0.00721
N -0.81450 -1.95375 0.62584
H 0.11556 -0.06815 -0.08989
H -1.99944 -0.26925 0.43850
H -0.04404 -2.46867 0.21872
H -1.28813 -2.17698 1.48976
H 0.70312 1.44777 2.65829
H 1.24874 -0.19592 2.22954
H -0.47320 0.13149 2.41095
H 1.20658 1.31435 -2.02586
H 2.69640 1.89636 -1.29855
H 1.14668 2.70098 -0.93396
H -0.31220 -1.09477 -1.98096
H -1.66825 0.03825 -1.96280
H -1.97790 -1.70171 -1.83081

No. 2
Molecular formula: C4H13N3
Method: DFT, the ωB97M-V functional and the def2-TZVPD basis

Results
Kohn-Sham gap: 0.3721 Eh
Energy: -324.37624 Ha
Energy above the lowest of the compared OMol25 structures with the same formula, charge and spin: 259.12 kJ/mol
E_HOMO: -0.3348 Ha
Lowest unoccupied orbital energy: 1.014 eV
SMILES: NCCNCCN

Cartesian coordinates (Å):
N 2.50310 0.18492 2.22895
C 1.88092 0.90738 1.02620
C 0.36583 0.80707 0.82976
N 0.10077 -0.64791 0.31302
C -1.41393 -0.94491 -0.12751
C -2.02330 -0.06645 -1.33650
N -1.27651 -0.28297 -2.65645
H 2.86881 -0.63992 1.78969
H 1.58853 0.02850 2.76463
H 2.12823 1.97229 1.24436
H 2.47994 0.80581 0.11532
H 0.07618 1.58201 0.18160
H -0.26488 0.96443 1.78259
H 0.42337 -0.44964 -0.62741
H -2.25149 -1.00593 0.64405
H -1.44126 -2.02571 -0.46006
H -2.02480 1.06252 -0.99125
H -3.04953 -0.47973 -1.45576
H -1.46682 -1.16244 -3.06605
H -1.21491 0.35103 -3.47202

No. 3
Molecular formula: C4H13N3
Method: DFT, the ωB97M-V functional and the def2-TZVPD basis

Results
Total charge: +1
2S+1: 2
Kohn-Sham gap (alpha / beta): 0.4098 / 0.2069 Eh
Energy: -324.14622 Ha
Energy above the lowest of the compared OMol25 structures with the same formula, charge and spin: 51.75 kJ/mol
E_HOMO (alpha / beta): -0.5102 / -0.5001 Ha
Lowest unoccupied orbital energy (alpha / beta): -2.731 / -7.978 eV

Cartesian coordinates (Å):
N -0.39973 1.05177 -1.06918
C 0.39671 0.27898 -0.22526
C -0.42124 -0.30416 1.01145
C -1.72118 -0.95354 0.60441
N -1.51416 -1.82739 -0.54456
C 1.60370 1.11186 0.39195
N 2.71076 1.16149 -0.51276
H -0.78748 1.94376 -0.77844
H -1.14291 0.53739 -1.54712
H 0.67057 -0.58113 -0.84793
H 0.29330 -1.08101 1.34319
H -0.46139 0.36818 1.87094
H -2.40365 -0.16190 0.30012
H -2.24542 -1.42257 1.44244
H -0.81996 -2.52809 -0.29713
H -2.35685 -2.37604 -0.70137
H 1.88604 0.60117 1.30514
H 1.20109 2.11856 0.47372
H 2.96015 0.26278 -0.92889
H 2.55164 1.79988 -1.29069

No. 4
Molecular formula: C4H13N3
Method: DFT, the ωB97M-V functional and the def2-TZVPD basis

Results
Total charge: +2
Kohn-Sham gap: 0.3331 Eh
Energy: -323.74968 Ha
Energy above the lowest of the compared OMol25 structures with the same formula, charge and spin: 376.23 kJ/mol
E_HOMO: -0.6504 Ha
Lowest unoccupied orbital energy: -8.634 eV

Cartesian coordinates (Å):
C -1.01348 -0.41602 0.16147
C -0.45418 0.78138 -0.44595
C 0.91081 0.07728 -0.42394
C 1.42327 -0.42993 0.74227
N 2.61422 -1.05253 0.82683
N 1.78315 0.29121 -1.59579
N -3.21663 0.41170 0.69440
H -1.45096 -1.26231 -0.34423
H -1.20098 -0.37677 1.22899
H -0.77308 0.87737 -1.48729
H -0.45111 1.71832 0.09750
H 1.01220 0.01642 1.64380
H 2.98563 -1.24818 1.74833
H 2.71985 -1.87631 0.24708
H 2.77870 0.13146 -1.39055
H 1.71332 1.25256 -1.94104
H 1.53103 -0.37588 -2.34313
H -3.60943 1.36094 0.59808
H -3.96824 -0.15002 0.27951
H -3.33409 0.26931 1.70364

No. 5
Molecular formula: C4H13N3O
Method: DFT, the ωB97M-V functional and the def2-TZVPD basis

Results
Kohn-Sham gap: 0.3378 Eh
Energy: -399.66188 Ha
Energy above the lowest of the compared OMol25 structures with the same formula, charge and spin: 224.22 kJ/mol
E_HOMO: -0.3075 Ha
Lowest unoccupied orbital energy: 0.826 eV
SMILES: N/C=C/N.NCCO

Cartesian coordinates (Å):
N 1.67047 0.79838 0.94390
C 2.11143 0.83889 -0.40657
C 1.49817 1.48912 -1.38474
N 1.92643 1.40504 -2.73555
H 2.43565 0.87255 1.59410
H 1.10742 -0.02527 1.14775
H 2.98006 0.21820 -0.63283
H 0.61181 2.09577 -1.20420
H 1.71615 2.25291 -3.23299
H 1.52617 0.64844 -3.27937
N -2.90208 -0.22216 0.05479
C -1.54527 -0.78206 0.22816
C -1.41228 -1.44106 1.58908
O -0.01937 -1.59807 1.89041
H -3.02078 -0.03526 -0.92857
H -2.88986 0.70948 0.46615
H -0.77547 -0.00885 0.18748
H -1.37246 -1.51628 -0.55744
H -1.88876 -2.42122 1.65218
H -1.89111 -0.81579 2.34710
H 0.13367 -2.46278 2.26118

No. 6
Molecular formula: C4H13N3O
Method: DFT, the ωB97M-V functional and the def2-TZVPD basis

Results
Kohn-Sham gap: 0.2961 Eh
Energy: -399.58256 Ha
Energy above the lowest of the compared OMol25 structures with the same formula, charge and spin: 432.48 kJ/mol
E_HOMO: -0.2859 Ha
Lowest unoccupied orbital energy: 0.277 eV

Cartesian coordinates (Å):
C 1.57615 -2.13118 0.10589
C 0.72777 1.79024 0.91446
N 1.63742 -0.70784 -0.12586
N -0.13634 0.63620 0.92626
H 2.08510 -0.53865 -1.02589
H -0.17185 0.01810 1.72816
H 0.94775 2.12586 -0.09887
H 0.84110 -2.39169 0.86958
H 1.37985 -2.72185 -0.79401
H 2.56377 -2.43295 0.48556
H 0.26411 2.62864 1.44578
H 1.68411 1.54898 1.38536
C -1.63645 1.24017 -0.93905
C -0.76260 0.13736 -0.29672
N -1.60862 -0.94805 0.20317
O 0.21007 -0.25728 -1.19955
H -2.59078 -0.72878 0.08928
H -1.44252 -1.77993 -0.35380
H -2.38799 1.61072 -0.23615
H -2.15848 0.82701 -1.80553
H -1.02156 2.07491 -1.27807

| no. | molar mass (g mol⁻¹) |
| --- | --- |
| 1 | 103.17 |
| 2 | 103.17 |
| 3 | 103.17 |
| 4 | 103.17 |
| 5 | 119.17 |
| 6 | 119.17 |